{
  "formula": "C95H219ClN3O12P5",
  "method": "ωB97M-V with the def2-TZVPD basis set",
  "homo_lumo_gap_ev": 8.18,
  "charge": 4,
  "lumo_ha": -0.2225,
  "energy_ha": -6984.118007,
  "spin_multiplicity": 1,
  "species": ["C", "C", "C", "O", "C", "N", "H", "H", "H", "H", "H", "H", "H", "H", "H", "H", "H", "H", "C", "C", "C", "O", "C", "N", "H", "H", "H", "H", "H", "H", "H", "H", "H", "H", "H", "H", "C", "C", "C", "O", "C", "N", "H", "H", "H", "H", "H", "H", "H", "H", "H", "H", "H", "H", "C", "C", "C", "C", "P", "C", "C", "C", "C", "C", "C", "C", "C", "C", "C", "C", "C", "H", "H", "H", "H", "H", "H", "H", "H", "H", "H", "H", "H", "H", "H", "H", "H", "H", "H", "H", "H", "H", "H", "H", "H", "H", "H", "H", "H", "H", "H", "H", "H", "H", "H", "H", "H", "C", "C", "C", "C", "P", "C", "C", "C", "C", "C", "C", "C", "C", "C", "C", "C", "C", "H", "H", "H", "H", "H", "H", "H", "H", "H", "H", "H", "H", "H", "H", "H", "H", "H", "H", "H", "H", "H", "H", "H", "H", "H", "H", "H", "H", "H", "H", "H", "H", "H", "H", "H", "H", "C", "C", "C", "C", "P", "C", "C", "C", "C", "C", "C", "C", "C", "C", "C", "C", "C", "H", "H", "H", "H", "H", "H", "H", "H", "H", "H", "H", "H", "H", "H", "H", "H", "H", "H", "H", "H", "H", "H", "H", "H", "H", "H", "H", "H", "H", "H", "H", "H", "H", "H", "H", "H", "C", "C", "C", "C", "P", "C", "C", "C", "C", "C", "C", "C", "C", "C", "C", "C", "C", "H", "H", "H", "H", "H", "H", "H", "H", "H", "H", "H", "H", "H", "H", "H", "H", "H", "H", "H", "H", "H", "H", "H", "H", "H", "H", "H", "H", "H", "H", "H", "H", "H", "H", "H", "H", "C", "C", "C", "C", "P", "C", "C", "C", "C", "C", "C", "C", "C", "C", "C", "C", "C", "H", "H", "H", "H", "H", "H", "H", "H", "H", "H", "H", "H", "H", "H", "H", "H", "H", "H", "H", "H", "H", "H", "H", "H", "H", "H", "H", "H", "H", "H", "H", "H", "H", "H", "H", "H", "Cl", "O", "C", "O", "O", "H", "O", "C", "O", "O", "H", "O", "C", "O", "O", "H"],
  "positions_angstrom": [[0.080, 4.258, 4.382], [1.346, 3.572, 3.898], [1.838, 2.295, 4.690], [3.246, 2.182, 4.824], [3.632, 3.226, 5.693], [1.249, 3.044, 2.483], [0.641, 3.679, 2.038], [2.153, 2.836, 1.910], [0.613, 2.262, 2.377], [-0.801, 4.215, 3.711], [0.463, 5.258, 4.555], [-0.273, 3.914, 5.419], [2.163, 4.268, 3.970], [1.451, 1.377, 4.209], [1.363, 2.430, 5.631], [2.931, 3.346, 6.538], [3.823, 4.170, 5.163], [4.600, 3.003, 6.115], [-1.577, 0.532, -0.651], [-1.691, -0.999, -0.447], [-0.462, -1.921, -0.366], [-0.774, -3.249, -0.085], [-1.081, -4.217, -1.186], [-2.417, -1.115, 0.882], [-2.644, -2.127, 1.131], [-1.902, -0.656, 1.643], [-3.304, -0.588, 0.776], [-0.991, 0.860, -1.507], [-1.164, 1.000, 0.239], [-2.598, 0.962, -0.836], [-2.338, -1.382, -1.262], [0.213, -1.612, 0.455], [0.043, -1.709, -1.377], [-1.498, -5.159, -0.743], [-0.157, -4.388, -1.750], [-1.793, -3.703, -1.829], [2.076, -4.509, 2.084], [1.429, -5.880, 2.000], [1.587, -6.644, 0.691], [2.948, -6.870, 0.200], [3.259, -8.199, 0.540], [1.814, -6.699, 3.193], [1.345, -10.125, 4.011], [1.958, -6.212, 4.030], [1.492, -7.629, 3.215], [3.170, -4.570, 2.158], [1.702, -3.957, 2.932], [1.765, -3.979, 1.204], [0.333, -5.596, 2.063], [1.040, -6.005, 0.010], [1.079, -7.597, 0.793], [2.629, -8.840, -0.051], [3.270, -8.454, 1.608], [4.279, -8.355, 0.206], [-6.246, 2.924, -0.415], [-5.138, 4.012, -0.577], [-4.452, 4.210, 0.780], [-3.431, 5.263, 1.031], [-3.997, 6.950, 0.494], [-2.989, 8.067, 1.544], [-2.781, 9.486, 1.000], [-3.905, 10.413, 1.173], [-3.794, 11.074, 2.566], [-5.725, 7.241, 0.909], [-6.123, 7.083, 2.469], [-7.470, 6.444, 2.578], [-7.882, 6.088, 3.993], [-3.621, 7.114, -1.219], [-4.303, 8.160, -2.061], [-3.905, 8.144, -3.530], [-2.444, 8.095, -3.811], [-7.017, 3.279, 0.304], [-5.834, 1.992, 0.029], [-6.671, 2.675, -1.366], [-5.622, 4.897, -0.980], [-4.412, 3.722, -1.293], [-4.012, 3.238, 1.136], [-5.281, 4.355, 1.487], [-2.465, 5.057, 0.574], [-3.221, 5.391, 2.094], [-2.024, 7.583, 1.661], [-3.464, 7.942, 2.539], [-2.473, 9.376, -0.017], [-1.861, 9.847, 1.462], [-4.879, 9.972, 0.981], [-3.764, 11.156, 0.373], [-4.554, 11.822, 2.763], [-2.818, 11.552, 2.840], [-4.037, 10.347, 3.324], [-6.321, 6.516, 0.338], [-6.100, 8.216, 0.554], [-6.015, 8.045, 2.983], [-5.420, 6.415, 2.937], [-7.483, 5.540, 1.945], [-8.284, 7.112, 2.202], [-8.980, 5.887, 3.983], [-7.804, 6.896, 4.686], [-7.404, 5.179, 4.387], [-3.829, 6.090, -1.513], [-2.510, 7.193, -1.266], [-3.991, 9.161, -1.709], [-5.381, 8.199, -1.915], [-4.290, 9.087, -4.005], [-4.408, 7.351, -4.129], [-1.908, 7.200, -3.457], [-1.920, 9.004, -3.453], [-2.326, 8.038, -4.896], [8.329, -4.649, 3.764], [8.066, -3.781, 2.508], [7.146, -2.605, 2.821], [7.777, -1.539, 3.625], [6.661, -0.076, 3.782], [5.275, -0.361, 4.936], [4.149, -1.353, 4.527], [2.966, -1.121, 5.409], [1.707, -1.805, 4.949], [7.734, 1.249, 4.602], [7.721, 1.269, 6.106], [8.376, 2.500, 6.816], [8.046, 3.858, 6.178], [6.070, 0.483, 2.117], [5.392, 1.808, 2.173], [5.570, 2.476, 0.799], [4.953, 3.829, 0.638], [9.092, -4.172, 4.410], [8.802, -5.588, 3.528], [7.491, -4.896, 4.395], [7.513, -4.395, 1.779], [8.962, -3.543, 1.981], [6.228, -2.991, 3.281], [6.850, -2.239, 1.855], [8.618, -1.208, 2.998], [8.246, -1.891, 4.537], [4.870, 0.629, 5.145], [5.749, -0.686, 5.877], [4.486, -2.385, 4.588], [3.887, -1.124, 3.461], [2.791, -0.037, 5.375], [3.215, -1.339, 6.435], [1.859, -2.868, 4.953], [1.456, -1.473, 3.937], [0.880, -1.576, 5.596], [7.373, 2.224, 4.201], [8.717, 1.013, 4.162], [8.094, 0.374, 6.610], [6.664, 1.274, 6.402], [9.489, 2.424, 6.836], [8.115, 2.430, 7.873], [8.373, 3.821, 5.141], [8.572, 4.643, 6.711], [6.993, 4.080, 6.283], [5.475, -0.373, 1.721], [6.971, 0.555, 1.485], [5.846, 2.491, 2.939], [4.304, 1.793, 2.383], [5.187, 1.666, 0.122], [6.656, 2.598, 0.691], [4.914, 4.238, -0.395], [5.477, 4.509, 1.284], [3.910, 3.835, 0.988], [5.913, 1.892, -2.599], [4.625, 1.070, -2.694], [3.582, 1.841, -3.580], [2.593, 0.770, -4.149], [1.182, 1.480, -5.023], [0.299, 2.572, -3.982], [-0.857, 3.289, -4.697], [-1.779, 4.053, -3.719], [-3.068, 4.611, -4.443], [1.641, 2.299, -6.534], [2.703, 1.532, -7.323], [2.559, 1.916, -8.818], [3.760, 1.428, -9.669], [0.168, -0.017, -5.385], [-0.489, -0.568, -4.130], [-1.939, -0.156, -3.952], [-2.872, -0.678, -5.065], [6.393, 2.122, -3.570], [6.640, 1.268, -2.066], [5.758, 2.786, -2.011], [4.278, 0.785, -1.695], [4.905, 0.093, -3.190], [4.104, 2.349, -4.402], [3.153, 2.642, -3.029], [2.224, 0.155, -3.307], [3.133, 0.236, -4.868], [1.073, 3.329, -3.663], [0.076, 2.131, -3.029], [-1.433, 2.553, -5.250], [-0.482, 3.993, -5.437], [-1.256, 4.935, -3.348], [-2.013, 3.374, -2.907], [-2.840, 5.346, -5.257], [-3.614, 5.128, -3.648], [-3.644, 3.772, -4.826], [1.888, 3.348, -6.358], [0.665, 2.336, -7.038], [2.424, 0.489, -7.191], [3.679, 1.711, -6.970], [2.536, 2.984, -8.896], [1.582, 1.553, -9.197], [4.765, 1.844, -9.395], [3.693, 1.779, -10.696], [3.812, 0.308, -9.707], [0.859, -0.698, -5.891], [-0.585, 0.256, -6.136], [0.069, -0.292, -3.221], [-0.483, -1.637, -4.237], [-2.015, 0.937, -3.887], [-2.321, -0.624, -3.078], [-2.484, -0.441, -6.028], [-3.781, -0.150, -4.848], [-3.082, -1.745, -5.012], [-4.974, 1.944, 3.610], [-6.429, 2.284, 3.651], [-7.269, 1.029, 3.630], [-7.209, 0.171, 2.298], [-8.176, -1.322, 2.398], [-9.901, -0.855, 2.568], [-10.308, 0.396, 1.719], [-10.168, 0.379, 0.205], [-10.530, 1.776, -0.378], [-7.610, -2.189, 3.896], [-6.270, -2.989, 3.803], [-5.030, -2.230, 3.392], [-3.816, -3.085, 3.751], [-8.014, -2.521, 1.014], [-8.567, -3.911, 1.330], [-8.157, -4.756, 0.141], [-8.991, -4.549, -1.093], [-4.628, 1.374, 2.753], [-4.664, 1.387, 4.488], [-4.376, 2.842, 3.716], [-6.801, 2.878, 2.814], [-6.745, 2.731, 4.568], [-8.288, 1.382, 3.845], [-6.956, 0.323, 4.407], [-6.212, -0.008, 1.994], [-7.659, 0.808, 1.558], [-10.191, -0.698, 3.630], [-10.501, -1.715, 2.228], [-9.786, 1.268, 2.081], [-11.341, 0.664, 1.891], [-10.924, -0.293, -0.247], [-9.214, 0.038, -0.101], [-10.307, 1.785, -1.464], [-9.893, 2.604, -0.022], [-11.568, 2.036, -0.244], [-8.465, -2.892, 4.064], [-7.604, -1.563, 4.777], [-6.398, -3.778, 3.108], [-6.088, -3.490, 4.705], [-4.950, -1.327, 3.922], [-5.033, -2.037, 2.345], [-2.910, -2.524, 3.380], [-3.956, -3.988, 3.169], [-3.796, -3.344, 4.817], [-6.907, -2.521, 0.789], [-8.534, -2.050, 0.156], [-9.617, -3.972, 1.578], [-8.058, -4.231, 2.270], [-8.099, -5.818, 0.359], [-7.085, -4.610, -0.129], [-9.987, -5.025, -1.081], [-8.552, -5.003, -1.959], [-9.085, -3.469, -1.275], [3.591, -10.456, -3.900], [4.756, -9.927, -3.091], [5.112, -8.426, -3.350], [4.054, -7.534, -2.801], [4.503, -5.827, -3.098], [3.219, -4.545, -2.606], [3.292, -3.936, -1.192], [3.907, -2.495, -1.217], [3.979, -1.950, 0.267], [4.878, -5.455, -4.854], [3.679, -5.704, -5.742], [3.817, -5.294, -7.214], [4.995, -5.914, -7.870], [6.003, -5.443, -2.140], [6.797, -4.182, -2.715], [7.677, -3.614, -1.576], [7.937, -2.103, -1.868], [2.652, -9.994, -3.758], [3.464, -11.536, -3.673], [3.811, -10.413, -4.976], [5.708, -10.492, -3.241], [4.615, -9.825, -2.011], [5.244, -8.243, -4.429], [6.054, -8.214, -2.803], [3.860, -7.656, -1.732], [3.050, -7.675, -3.241], [2.168, -4.775, -2.886], [3.470, -3.783, -3.423], [3.852, -4.549, -0.474], [2.277, -3.832, -0.756], [3.262, -1.766, -1.808], [4.886, -2.451, -1.664], [4.702, -2.499, 0.892], [3.007, -1.948, 0.766], [4.324, -0.901, 0.347], [5.643, -6.134, -5.215], [5.356, -4.484, -4.927], [2.883, -5.205, -5.233], [3.375, -6.759, -5.702], [3.922, -4.204, -7.250], [2.959, -5.696, -7.746], [5.019, -5.526, -8.861], [4.782, -6.999, -7.960], [5.982, -5.726, -7.447], [6.580, -6.361, -2.071], [5.601, -5.161, -1.157], [6.099, -3.368, -2.980], [7.408, -4.414, -3.537], [8.636, -4.093, -1.412], [7.141, -3.678, -0.628], [7.064, -1.531, -1.626], [8.165, -1.941, -2.932], [8.739, -1.775, -1.220], [-1.087, 0.624, 3.310], [-6.459, -0.377, -0.662], [-5.086, -0.164, -0.568], [-4.452, -0.677, -1.487], [-4.725, 0.386, 0.468], [-6.594, -0.690, -1.558], [2.013, 0.447, -0.978], [2.019, 1.652, -0.271], [1.337, 2.530, -0.746], [2.658, 1.441, 0.905], [2.672, -0.194, -0.618], [0.733, -9.472, 4.053], [-4.186, -3.629, -1.049], [-4.700, -4.096, -2.005], [-3.686, -3.312, -0.012], [-0.143, -9.515, 3.789]],
  "forces_ev_per_a": [[-0.35, -0.22, 1.52], [0.93, -3.19, -0.16], [-0.87, 0.03, -1.11], [-0.95, 0.84, 0.18], [1.04, 0.42, 0.42], [0.53, 1.22, -0.01], [-0.13, 1.66, -1.57], [-1.29, -0.38, 0.53], [0.04, -1.62, 0.85], [0.66, 0.04, 0.27], [-0.90, 0.57, -0.12], [0.55, 0.11, -1.62], [0.27, 0.31, -0.59], [0.15, 0.50, 0.27], [-0.18, -0.48, 1.25], [0.18, 0.10, -0.42], [-0.50, -0.01, 0.09], [0.38, -0.42, 0.21], [-0.38, 0.07, -0.23], [-0.54, -0.07, 0.43], [0.88, 1.76, -1.41], [-0.42, -2.08, -0.59], [0.34, 1.67, 1.31], [-0.57, -1.73, -0.54], [0.61, 1.81, -0.44], [0.43, 0.23, 0.40], [-0.33, 0.17, 0.17], [0.34, -0.39, 0.00], [0.11, 0.05, 0.09], [0.79, -0.67, 0.37], [0.06, 0.10, 0.90], [-0.18, 0.09, -0.47], [-0.14, -0.79, 1.25], [0.48, 1.09, -0.31], [-0.13, -0.20, 0.09], [-0.17, -0.39, -0.32], [0.60, -0.71, -0.25], [-0.57, -0.48, 2.47], [0.58, 1.07, 0.33], [-1.75, 0.56, 1.19], [1.48, -0.28, -0.17], [0.66, 1.29, -3.22], [1.68, -3.62, -0.56], [-0.12, 0.41, 1.17], [-0.62, -0.95, 0.56], [-0.16, 0.04, -0.17], [-0.13, 0.07, 0.38], [0.06, 0.56, -0.41], [0.59, -0.67, -0.36], [0.06, -0.08, -0.84], [-0.15, -0.21, -0.17], [-0.43, -0.75, 0.03], [-0.46, 0.37, -0.19], [0.34, -0.18, -0.08], [0.88, 0.17, 1.11], [-0.72, -0.64, 1.00], [-1.02, -1.73, 0.96], [-0.22, 1.63, -0.37], [0.80, 0.50, 2.03], [-0.47, -0.68, 0.04], [1.19, -1.87, 0.56], [0.31, 2.27, 0.18], [-0.42, 0.37, 0.22], [-1.18, -0.17, 0.84], [1.13, 0.33, -1.69], [-1.45, 0.34, -0.13], [-1.39, -1.13, -0.19], [0.89, -0.60, -0.27], [0.18, 1.52, 0.08], [-1.59, 0.21, -1.14], [1.31, 0.08, -0.41], [0.24, -0.04, -0.63], [-0.20, 0.89, -0.31], [-0.50, -0.04, -0.47], [0.01, 0.42, 0.12], [0.73, -0.51, -0.95], [-0.40, 0.61, -0.60], [0.11, 0.15, 0.12], [0.10, 0.15, -0.37], [-0.13, -0.18, 0.14], [0.24, -0.24, -0.15], [0.17, 0.63, -0.32], [0.00, -0.10, -1.02], [-0.17, 0.33, 0.26], [-0.15, -0.12, 0.24], [-0.34, 0.19, 0.38], [-0.14, 0.35, -0.41], [-0.67, -0.62, -0.69], [0.28, -0.56, 0.41], [0.16, 0.00, 0.14], [0.57, -0.26, 0.01], [-0.26, -0.13, -0.18], [0.55, -0.36, 0.30], [-0.06, 0.21, 0.17], [0.77, -0.34, -0.11], [0.73, -0.12, 0.00], [0.49, 0.63, 0.48], [0.10, 0.40, -0.06], [-0.12, -0.20, -0.76], [-0.61, 0.06, 0.03], [0.03, -0.37, 0.15], [-0.15, -0.45, -0.17], [0.20, -0.74, 0.55], [0.17, 0.22, 0.70], [-0.28, 0.25, 0.25], [-0.15, -0.51, -0.13], [0.16, 0.29, 0.03], [1.61, 0.69, -0.05], [-1.67, -1.69, 0.95], [-0.49, -1.52, -0.62], [0.31, 1.37, -0.72], [0.83, 0.47, 1.31], [0.43, -0.82, -0.04], [0.88, 0.88, -1.15], [-0.59, 1.32, -0.13], [0.28, 0.06, -0.25], [-0.24, -0.42, -1.69], [-0.62, 0.47, 1.49], [0.98, -0.29, -0.55], [0.14, -0.84, 0.73], [0.83, -1.74, 0.91], [-0.92, 2.27, 0.33], [0.38, -1.47, -0.13], [-1.34, 0.28, -0.25], [-0.44, 0.02, -0.14], [0.08, -0.41, -0.41], [-0.67, 0.24, -0.08], [0.04, -0.01, 0.19], [0.86, 0.61, -0.04], [0.15, -0.05, 0.05], [-0.29, 0.62, -0.49], [0.02, 0.43, 0.27], [-0.39, 0.17, 0.51], [-0.21, 0.05, -0.21], [-0.08, 0.03, -0.27], [0.16, -0.12, -0.11], [-0.01, -0.36, 0.69], [-0.04, -0.24, 0.22], [0.07, -0.32, 0.51], [-0.11, -0.68, -0.09], [-0.12, -0.08, 0.03], [-0.42, 0.10, 0.22], [0.40, -0.66, 0.24], [-0.12, 0.45, 0.22], [0.27, -0.15, -0.49], [0.05, 0.23, 0.07], [-0.66, -0.27, -0.27], [-0.29, 0.20, -0.06], [-0.14, 0.44, -0.08], [0.19, 0.14, -0.11], [-0.40, 0.08, -0.34], [0.25, 0.86, 0.27], [-0.12, -0.12, 0.20], [-0.31, -0.64, -0.45], [0.70, -0.50, 0.07], [0.37, 1.12, -0.02], [-0.09, -0.27, -0.50], [0.35, -0.38, 0.62], [0.34, 0.61, 0.13], [0.16, -0.12, -0.15], [0.53, -0.95, 0.19], [0.73, 0.12, -1.59], [0.76, -1.91, -0.07], [-0.54, 2.32, 1.55], [0.10, -1.81, 0.49], [0.85, 2.28, 0.29], [-0.23, 0.18, 0.57], [-0.24, 0.42, -1.78], [1.20, -0.14, 0.78], [-0.28, 0.38, 0.17], [-2.33, 0.09, -1.29], [0.99, -0.87, 0.01], [0.31, -0.51, -0.19], [0.34, 1.33, -0.70], [0.05, 0.09, 0.27], [0.09, -0.31, -1.28], [0.38, 0.42, 1.20], [-0.58, 0.01, 0.39], [0.11, 0.30, 0.08], [0.07, 0.36, -0.06], [-0.23, 0.40, -0.29], [-0.46, 0.85, 0.25], [0.08, -0.36, 0.02], [-0.82, 0.41, 0.76], [0.14, 0.17, -0.55], [0.73, -1.28, -0.98], [-0.62, -0.49, -0.35], [-0.48, -0.56, 0.42], [-0.37, -0.13, -0.12], [0.18, 0.03, -0.09], [0.28, -0.19, 0.35], [-0.34, 0.09, 0.32], [-0.07, -0.75, 0.70], [-0.34, -0.04, -0.42], [-0.26, 0.13, -0.14], [0.19, -0.02, 0.17], [0.26, -0.05, -0.42], [0.53, -0.43, -0.25], [1.16, 0.20, 0.53], [-0.13, 0.81, 0.05], [0.63, 0.03, 0.07], [-0.97, -0.43, 0.49], [-0.46, -0.14, -0.15], [0.07, 0.95, 0.11], [-0.11, -0.13, 0.19], [0.13, -0.06, 0.10], [0.06, -0.24, -0.21], [0.16, -0.69, 0.26], [-0.16, -0.27, 0.19], [-0.22, 0.15, 1.11], [-0.07, 0.22, -0.95], [-0.79, 0.08, -0.54], [0.22, -0.04, 0.13], [0.98, 0.60, 0.48], [-0.52, -1.35, -0.89], [-0.61, -1.64, -0.35], [-1.12, 1.68, 0.94], [0.61, -0.32, 0.56], [-1.27, 0.33, -0.22], [0.01, -0.05, 0.20], [-1.86, 0.55, -0.16], [1.53, -0.20, -0.87], [-0.59, -1.43, -0.10], [-1.14, 1.37, -1.15], [0.15, -1.18, 1.02], [0.30, 0.86, -1.09], [0.24, 1.65, 0.24], [1.76, -0.03, 0.83], [0.93, -1.44, -0.30], [-0.85, 0.39, -0.28], [-0.19, 0.14, -0.27], [-0.22, -0.39, 0.28], [0.31, 0.31, -0.37], [0.37, 0.41, -0.04], [0.24, 0.85, 0.64], [-0.05, -0.66, -0.12], [-0.06, 0.58, 0.33], [1.02, -0.31, -0.28], [-0.08, 0.08, -0.82], [0.43, -0.03, -0.60], [0.18, 0.10, 0.12], [0.48, 0.26, 0.28], [-0.43, -0.34, 0.47], [0.45, -0.08, 0.33], [1.18, -0.10, -0.50], [-0.41, -0.19, 0.42], [-0.24, -0.37, 0.40], [-0.30, -0.01, 0.17], [0.70, 0.21, 0.10], [-0.08, 0.46, -0.01], [-0.17, -0.88, -0.84], [0.05, -0.45, 1.68], [-0.02, 1.56, 0.60], [-0.01, 0.36, -0.98], [-0.55, -0.89, 0.85], [0.51, -0.54, -0.01], [0.31, 0.27, -0.32], [-1.17, -0.24, 0.10], [0.44, -0.24, 0.37], [-0.44, 0.27, -0.39], [-0.34, -0.21, -0.83], [-0.57, -0.29, 0.42], [-0.54, 0.57, 0.29], [0.22, 0.46, 0.53], [0.60, -0.06, -0.48], [-0.26, -0.34, -0.28], [1.25, -1.74, -0.37], [1.36, 1.52, 0.28], [0.68, -1.25, -0.57], [-1.53, 0.86, -0.09], [-0.14, 1.35, 0.22], [0.25, 0.53, -1.57], [0.12, 1.17, -0.12], [-1.43, 0.70, 1.43], [0.51, 0.34, -0.60], [0.43, -1.34, -0.01], [-0.55, -0.17, 0.03], [0.11, 0.35, 1.48], [0.26, -1.28, -0.41], [-0.42, 1.27, -0.88], [-0.86, -0.58, 2.78], [-0.35, 1.43, -0.52], [0.33, -1.25, 0.02], [-1.01, 0.75, 0.46], [-0.06, 0.63, -0.12], [0.07, 0.07, 0.22], [-0.96, 0.12, -0.01], [-0.46, -1.10, 0.11], [0.19, -0.04, 0.31], [-0.31, -0.19, -0.58], [0.33, 0.17, -0.04], [0.40, -0.10, -0.17], [0.76, -0.61, 0.24], [-0.21, -0.45, 1.24], [-0.24, 0.03, -0.26], [0.52, -0.23, -0.44], [0.57, -1.10, 0.45], [0.41, -0.16, -0.14], [-0.37, -0.22, -0.27], [-0.02, -0.29, -0.07], [-0.19, -0.33, -0.53], [0.50, -0.27, 0.39], [-0.39, 0.44, 0.07], [-1.14, 0.63, -0.21], [0.38, -0.03, 0.05], [-0.50, -0.04, -0.24], [-0.40, 0.66, -0.01], [0.26, 0.12, -0.97], [0.62, 0.42, 0.08], [-0.12, -0.06, 0.27], [0.27, 0.20, 0.11], [0.39, -0.31, -0.05], [0.15, -0.53, -0.12], [0.61, -0.46, -1.27], [0.00, -0.48, -0.34], [-0.08, -0.07, 0.07], [-0.66, 0.45, 0.09], [0.22, 0.03, 0.40], [0.30, 0.36, -0.15], [0.18, 0.18, -0.47], [-0.44, 0.65, 0.42], [-1.47, -1.61, -0.68], [1.10, -0.05, -0.84], [0.95, 0.49, 1.19], [-0.08, -0.23, -0.32], [0.41, -0.66, -0.89], [1.32, -3.35, 3.55], [0.28, 0.97, 0.31], [-1.56, 2.09, -3.12], [-0.85, 1.09, 0.16], [0.32, 4.94, 1.37], [-0.39, -1.01, 0.72], [1.39, 1.57, 2.11], [-1.62, -0.80, -2.90], [-2.00, -1.38, -0.86]]
}